{
  "formula": "C3H3F2N",
  "method": "the ωB97M-V functional and the def2-TZVPD basis",
  "e_tot_ev": -10084.1664,
  "smiles": "N#CCC(F)F",
  "total_charge": 0,
  "molar_mass_g_mol": 91.060,
  "species": ["C", "H", "H", "F", "H", "F", "C", "C", "N"],
  "coordinates": [[-1.57801, 0.08261, -0.00744], [-0.00858, -0.27919, 1.46392], [0.60918, 0.44265, -1.39184], [2.00375, -0.45993, -0.21934], [-0.17433, -1.53956, 0.23211], [1.15364, 1.45773, 0.18171], [0.88391, 0.29841, -0.35487], [-0.22146, -0.41435, 0.36753], [-2.66810, 0.41162, -0.27179]],
  "forces_ev_per_angstrom": [[-1.6, 0.2, 0.0], [-0.6, 0.1, -0.9], [0.4, 0.0, -0.5], [0.3, -0.2, -0.3], [0.0, 1.4, -0.3], [0.2, 2.0, 0.9], [-0.4, -1.7, -0.8], [-0.8, -1.1, 1.5], [2.5, -0.7, 0.5]]
}

---

{
  "formula": "C3H3F2NO",
  "method": "the ωB97M-V functional and the def2-TZVPD basis",
  "e_tot_ev": -12129.9941,
  "total_charge": 0,
  "molar_mass_g_mol": 107.059,
  "species": ["C", "N", "C", "H", "O", "F", "F", "H", "C", "H"],
  "coordinates": [[-0.51494, -0.82154, -0.34931], [0.63876, 1.13343, 0.45285], [1.55174, 0.45615, 0.03365], [-1.22860, 1.29396, -0.38772], [0.71460, -1.02173, -0.77628], [2.81046, 0.47642, -0.04153], [-0.85216, -1.71844, 0.67286], [-1.16724, 0.55797, 1.24189], [-0.67300, 0.62903, 0.27301], [-1.27961, -0.98523, -1.11943]],
  "forces_ev_per_angstrom": [[-1.0, 0.7, 0.4], [1.3, 0.8, 0.4], [-2.7, -2.7, -1.4], [0.0, 0.0, 0.1], [2.5, 2.4, 0.9], [0.3, -0.1, -0.1], [0.0, -0.2, 0.3], [-0.1, 0.0, -0.1], [-0.5, -0.8, -0.3], [0.2, -0.1, -0.1]]
}

---

{
  "formula": "C3H3F2NO3",
  "method": "the ωB97M-V functional and the def2-TZVPD basis",
  "e_tot_ev": -16221.9771,
  "total_charge": 0,
  "molar_mass_g_mol": 139.057,
  "species": ["C", "H", "H", "O", "C", "O", "F", "H", "C", "N", "O", "F"],
  "coordinates": [[-3.75356, -0.00960, -0.10846], [0.51523, 0.62390, 0.67260], [0.30684, -0.98734, 0.53416], [-3.73877, -1.75524, 1.26564], [-2.00347, 0.83271, 0.21452], [-1.27324, -0.14993, -0.21699], [-3.59250, -0.68249, -1.40157], [0.50545, -0.04049, -1.02604], [0.13905, -0.14292, -0.00504], [-4.11020, -0.58800, 1.04280], [-1.88244, 1.93637, 0.51488], [-4.34348, 1.10920, -0.39056]],
  "forces_ev_per_angstrom": [[4.5, 1.6, -4.5], [-0.4, 0.7, -0.4], [0.9, -3.0, 0.7], [-0.8, 2.1, -0.8], [-2.7, -4.1, -1.4], [-0.4, 0.4, 0.9], [-0.5, 0.6, 3.2], [0.8, -0.4, 0.5], [0.0, 2.5, -1.2], [0.1, -3.3, 2.5], [0.3, 1.8, 0.8], [-2.0, 1.0, -0.1]]
}

---

{
  "formula": "C3H3F2NS",
  "method": "the ωB97M-V functional and the def2-TZVPD basis",
  "e_tot_ev": -20919.0368,
  "smiles": "CSC(F)(F)C#N",
  "total_charge": 0,
  "molar_mass_g_mol": 123.127,
  "species": ["C", "C", "H", "N", "H", "F", "F", "C", "S", "H"],
  "coordinates": [[-1.73712, 1.51002, -0.36769], [-0.93567, 0.32355, -0.08935], [1.24218, -1.54019, -0.55469], [-2.34072, 2.45159, -0.58835], [1.20843, -1.15217, 1.19765], [-1.23657, -0.19701, 1.12516], [-1.19664, -0.66363, -0.98045], [1.54003, -0.83253, 0.21380], [0.83918, 0.80025, -0.16125], [2.61691, -0.69990, 0.20517]],
  "forces_ev_per_angstrom": [[-0.1, -0.3, 0.1], [1.5, -0.5, 0.1], [0.1, -0.1, 0.0], [-0.3, 0.6, -0.1], [0.1, -0.1, 0.0], [-0.2, 0.2, 0.0], [-0.2, 0.1, -0.1], [-0.4, 0.2, -0.1], [-0.5, -0.2, 0.0], [0.1, 0.0, 0.0]]
}

---

{
  "formula": "C3H3F3",
  "method": "the ωB97M-V functional and the def2-TZVPD basis",
  "e_tot_ev": -11306.2737,
  "total_charge": 0,
  "molar_mass_g_mol": 96.051,
  "species": ["F", "H", "H", "H", "C", "F", "C", "F", "C"],
  "coordinates": [[-2.41031, 0.59564, -1.22223], [-1.43026, 1.88564, 0.18478], [2.86361, -0.90964, 0.36720], [1.74439, 0.80292, 0.25775], [1.97378, -0.26381, 0.21492], [0.51648, -2.20061, -0.43100], [-1.77363, 0.85380, -0.12043], [-2.37725, 0.19299, 0.94374], [0.89318, -0.95693, -0.19475]],
  "forces_ev_per_angstrom": [[-0.3, 0.5, -0.4], [-0.8, -1.0, -0.8], [-0.1, 1.2, 0.2], [1.0, -0.4, 0.3], [-1.9, -2.6, -1.0], [1.0, 0.6, 0.3], [0.5, -0.6, 2.7], [0.8, 1.0, -1.5], [-0.2, 1.3, 0.3]]
}

---

{
  "formula": "C3H3F3O3",
  "method": "the ωB97M-V functional and the def2-TZVPD basis",
  "e_tot_ev": -17454.5909,
  "smiles": "O=C(O)[C@H](O)C(F)(F)F",
  "total_charge": 0,
  "molar_mass_g_mol": 144.048,
  "species": ["H", "H", "F", "O", "C", "F", "O", "C", "F", "O", "H", "C"],
  "coordinates": [[0.50214, 0.55080, 1.39900], [1.08000, 1.57988, -1.08617], [2.62123, 0.40456, -1.14617], [-1.22853, -1.13061, 0.54660], [-0.45552, -0.49298, -0.34282], [3.09601, -0.10998, 0.88066], [0.68009, 1.67421, -0.17539], [0.68996, 0.36921, 0.29686], [2.08004, -1.54876, -0.46898], [-0.58652, -0.41604, -1.52638], [-2.08152, -1.30684, 0.12785], [2.14978, -0.25113, -0.06303]],
  "forces_ev_per_angstrom": [[0.6, -1.1, -1.0], [-0.8, 0.8, 1.1], [-0.1, 0.1, 0.0], [0.1, 0.4, -0.2], [1.4, 1.3, 0.3], [-0.9, -0.3, -0.1], [0.6, -0.4, -2.1], [0.6, -0.3, 1.9], [0.0, 0.6, 1.0], [-0.8, -0.5, -0.2], [0.0, -0.4, -0.2], [-0.7, -0.2, -0.4]]
}

---

{
  "formula": "C3H3F4O2S",
  "method": "the ωB97M-V functional and the def2-TZVPD basis",
  "e_tot_ev": -28960.7339,
  "total_charge": -1,
  "molar_mass_g_mol": 179.114,
  "species": ["C", "S", "F", "F", "C", "F", "H", "F", "C", "O", "H", "H", "O"],
  "coordinates": [[-0.53965, 0.56799, -0.68910], [0.55794, -0.43867, 2.28023], [1.57438, 1.23878, 0.08066], [-0.16439, 1.92947, 1.26781], [0.39555, 0.82919, 0.62891], [-0.50880, 1.69710, -1.46650], [-1.43394, -1.18246, -1.73825], [-1.79779, 0.54288, -0.11019], [-0.39470, -0.76066, -1.45200], [2.04124, -0.43061, 2.56230], [-0.06411, -1.59275, -0.79179], [0.21125, -0.63807, -2.35851], [0.12301, -1.76221, 1.78645]],
  "forces_ev_per_angstrom": [[-0.3, -0.6, 2.7], [1.7, -0.2, -0.1], [0.4, 0.0, 0.4], [0.4, -0.2, -0.6], [-0.7, -0.2, -1.2], [0.1, -0.7, -0.2], [1.4, 1.3, 0.2], [-0.2, 0.1, -0.4], [-1.3, -0.7, -0.1], [-1.7, 0.4, -0.5], [0.4, 1.0, -0.2], [0.0, -0.2, 0.4], [-0.2, 0.1, -0.3]]
}

---

{
  "formula": "C3H3FN2",
  "method": "the ωB97M-V functional and the def2-TZVPD basis",
  "e_tot_ev": -8854.3091,
  "smiles": "C#CN=C=N.F",
  "total_charge": 0,
  "molar_mass_g_mol": 86.069,
  "species": ["C", "F", "C", "H", "N", "H", "C", "H", "N"],
  "coordinates": [[0.55327, 0.48582, 0.11372], [2.11370, -1.93493, 0.03314], [1.37099, 1.36462, 0.13688], [1.26220, -1.52325, 0.11244], [-2.49917, -1.26287, 0.16006], [-3.19198, -1.56476, -0.49166], [-1.38792, -0.84826, -0.00893], [2.06395, 2.14877, 0.15435], [-0.20468, -0.59978, 0.09467]],
  "forces_ev_per_angstrom": [[0.5, 1.3, -0.1], [-0.4, 0.1, 0.1], [-0.8, -0.8, 0.0], [0.7, -0.7, -0.1], [-0.1, 0.1, 0.2], [-0.1, 0.0, -0.4], [-0.7, -0.4, 0.4], [0.4, 0.5, 0.0], [0.6, -0.1, -0.1]]
}

---

{
  "formula": "C3H3FN3",
  "method": "the ωB97M-V functional and the def2-TZVPD basis",
  "e_tot_ev": -10334.1834,
  "smiles": "N#[N+]/C=C\\C=N\\F",
  "total_charge": 1,
  "molar_mass_g_mol": 100.076,
  "species": ["C", "H", "H", "N", "N", "F", "C", "N", "H", "C"],
  "coordinates": [[-0.17142, -0.04772, 1.16007], [1.62424, -1.22498, 1.04782], [-1.94287, 1.07162, 0.50723], [0.89494, -0.42932, -0.84466], [-0.82548, 0.75514, -1.02076], [1.71528, -0.90194, -1.77994], [-0.93116, 0.72467, 0.33170], [-0.86375, 1.05524, -2.08931], [-0.39502, -0.25291, 2.27735], [0.89524, -0.74980, 0.41050]],
  "forces_ev_per_angstrom": [[-1.0, 0.3, -1.2], [0.4, -0.8, -0.6], [0.2, 0.5, 0.9], [-0.2, -1.1, 2.1], [0.7, 1.5, -3.4], [0.8, -0.5, 0.9], [-2.1, -0.9, 2.8], [-0.8, -0.3, 1.5], [0.5, 0.7, -2.2], [1.5, 0.7, -0.7]]
}

---

{
  "formula": "C3H3FNO2",
  "method": "the ωB97M-V functional and the def2-TZVPD basis",
  "e_tot_ev": -11458.7548,
  "total_charge": -1,
  "molar_mass_g_mol": 104.060,
  "species": ["O", "C", "C", "H", "N", "H", "O", "F", "H", "C"],
  "coordinates": [[0.54509, 0.55691, -2.03112], [-0.57665, -0.01142, -1.58526], [0.48382, -0.58539, 0.68576], [1.49699, -0.15167, 1.17608], [-0.48290, -0.43974, 1.71772], [-0.18174, 1.38573, -0.00436], [-1.58826, -0.49799, -2.11691], [-0.29436, 0.93158, 2.23780], [0.70501, -1.54571, 0.21260], [-0.10701, 0.35770, -0.29230]],
  "forces_ev_per_angstrom": [[-1.9, -1.3, 0.5], [-0.9, 0.5, -2.4], [3.5, 2.7, 1.2], [-1.3, -0.9, -1.5], [-1.9, -1.0, -0.7], [-0.2, 0.2, 0.3], [2.3, 0.7, 0.9], [0.7, -0.2, 0.0], [-0.6, -0.3, 0.8], [0.4, -0.4, 1.1]]
}